Record 1
C28H29AsF6MgN5 | the ωB97M-V functional and the def2-TZVPD basis

```
70
Properties=species:S:1:pos:R:3:nbo_charge:R:1
C 0.4701 2.2520 -4.9987 -0.18
C -0.5479 1.9358 -4.1071 -0.20
F -0.5527 2.2651 3.5493 -0.63
H 5.3863 -2.3086 -0.1520 0.22
H 1.0891 -0.2841 3.2864 0.23
C 1.8856 -0.5999 2.6228 -0.43
H -3.0574 0.5658 -1.2771 0.22
C 4.2221 -1.3962 -1.7151 -0.21
C 1.0822 1.4650 -2.3891 0.08
C -1.5822 -1.6845 2.9345 0.16
As -1.6744 2.9505 2.4287 2.86
C -0.5707 -1.4308 -1.1415 -0.57
H -0.8079 3.4551 -1.0431 0.21
H -2.1719 -0.2024 -2.6009 0.23
C 2.1320 1.6155 1.6979 -0.43
N -1.7948 -2.3367 0.8160 -0.13
C -2.4639 0.7542 -2.1716 -0.42
F -2.0484 4.2394 3.4712 -0.60
H -1.3603 -0.0274 5.8741 0.22
H -0.5571 -2.8807 -4.2491 0.21
H 4.0127 -1.3897 1.6573 0.23
H 0.4349 -1.0395 -3.0159 0.17
H -2.4405 2.8833 -0.6916 0.24
C 2.0974 1.8897 -3.2755 -0.20
C 3.7781 -1.1289 0.6356 -0.27
H -2.2625 -2.1842 6.7110 0.21
C 2.7012 -0.3088 0.3560 0.25
C 4.5507 -1.6607 -0.3908 -0.17
Mg -0.1852 0.2413 0.2039 1.76
H -2.7085 -4.0220 5.1097 0.21
C -2.0678 -2.0446 5.6542 -0.20
H -3.0943 1.3003 -2.8847 0.17
C -1.3137 -0.6707 3.8347 -0.24
H -2.2155 -4.3808 -3.1767 0.21
H -2.7685 -4.0367 -0.7598 0.22
H 3.1676 1.7039 2.0406 0.19
C 2.4185 0.0593 -0.9832 0.06
H 1.4662 1.9647 2.4800 0.24
N 1.3078 0.8666 -1.1673 -0.49
H 2.8370 -0.4483 3.1424 0.18
F -1.2127 1.5286 1.2964 -0.74
H 3.1200 1.9167 -2.9253 0.23
C -1.6596 2.9076 -1.4381 -0.42
N 1.8160 0.1883 1.3805 -0.55
C -1.7598 -3.5767 -2.6127 -0.25
C -0.2644 1.6240 -2.7868 0.19
C 3.1676 -0.5555 -2.0087 -0.19
C -1.4677 -2.3425 -0.5756 -0.02
H 4.7720 -1.8681 -2.5207 0.22
H -2.2644 -3.7011 2.7005 0.23
C -0.2676 -1.6823 -2.4840 -0.19
C -0.8344 -2.7273 -3.2101 -0.22
F -2.8907 1.9299 3.0424 -0.60
H 1.7567 -1.6570 2.4010 0.22
C -2.3198 -3.0750 4.7540 -0.21
H 2.8709 -0.4226 -3.0380 0.23
H 2.5848 2.6192 -5.2219 0.22
N -1.2722 1.5179 -1.7836 -0.52
C -2.0716 -3.3861 -1.2790 -0.18
H -2.0338 3.4363 -2.3253 0.17
C 1.7945 2.2880 -4.5595 -0.23
F -2.7602 3.4879 1.2212 -0.61
H -1.5806 1.9829 -4.4309 0.22
C -1.5623 -0.8423 5.1897 -0.20
C -2.0792 -2.9015 3.4020 -0.23
H 0.2266 2.5199 -6.0198 0.22
F -0.3811 3.7991 1.6918 -0.62
H 1.9965 2.2419 0.8194 0.22
N -1.2878 -1.4585 1.5293 -0.27
H -0.9295 0.2673 3.4761 0.24
```

## Properties
**Multiplicity**: 2
**HOMO energy (alpha / beta)**: -8.217 / -8.320 eV
**E**: -119549.6067 eV
**Energy relative to the best compared isomer or geometry (same formula, charge and spin)**: 1.5 kcal per mole



Record 2
C28H29AsOP2S2W | the ωB97M-V functional and the def2-TZVPD basis

```
64
Properties=species:S:1:pos:R:3:nbo_charge:R:1
C -3.0788 1.1342 -0.1858 -0.20
H 0.0752 -0.4808 -5.6952 0.26
C 2.9918 0.9559 -4.6994 -0.18
As -2.6707 -4.3560 -0.1851 1.93
C -1.3458 -5.5539 0.4659 -1.00
H -0.5644 -5.6885 -0.2813 0.28
H 4.3958 3.5914 0.3465 0.26
H -4.5001 3.0647 2.8699 0.27
H -5.8715 2.7339 0.8436 0.27
H 3.6973 1.0911 -2.6828 0.25
C 4.7491 0.3877 1.4299 -0.18
H -4.6044 -3.0885 0.7303 0.29
H -0.9441 -5.1971 1.4138 0.28
H 5.8378 2.1979 1.7912 0.27
C -4.3623 1.6428 -0.2203 -0.18
H -4.2189 -5.6998 -1.5329 0.31
C -4.0966 2.5213 2.0262 -0.18
H -2.2002 2.1874 2.9620 0.25
C 4.1882 2.5360 0.4639 -0.18
C 1.8756 3.5550 3.4616 -0.10
P -0.6753 0.7167 1.0826 1.49
C 1.1470 3.9830 2.3546 -0.19
H -2.7528 -5.3189 -2.4778 0.29
H -0.1328 -0.8574 -3.2756 0.20
H 3.5265 -1.2661 0.8722 0.23
H -0.1662 3.4083 0.7646 0.24
P 1.6227 -0.0729 -1.0897 1.52
C 1.9727 0.5206 -5.5364 -0.08
C -2.3009 1.3333 0.9654 -0.45
S 1.6722 -2.3183 -0.7742 0.06
H 3.8679 1.4371 -5.1123 0.27
C 0.4506 1.7175 1.9930 -0.41
C 1.8991 2.2133 3.8292 -0.18
H 1.1877 0.2420 3.4041 0.24
C 3.6937 -0.2026 0.7585 -0.17
C -0.0872 0.1575 -0.5413 -1.02
W -0.3641 -1.6912 -0.2147 1.26
H 2.0582 0.6702 -6.6051 0.27
C -2.8073 2.0267 2.0789 -0.15
C 0.4273 3.0700 1.6071 -0.19
H 2.4568 1.8985 4.7011 0.26
C -3.5013 -4.9181 -1.7959 -0.97
C 0.8449 -0.1258 -5.0239 -0.17
H -3.3423 -3.3382 1.9876 0.27
O -1.7617 -2.8412 -0.6462 -0.97
H 2.4206 4.2796 4.0535 0.27
H 5.3920 -0.2156 2.0566 0.27
C 1.1820 1.2806 3.0991 -0.19
H -2.6722 0.6405 -1.0612 0.22
C 2.8915 0.5895 -0.0706 -0.44
C -3.8862 -3.7865 1.1576 -0.98
C 1.7426 0.1499 -2.8174 -0.44
H -4.0250 -4.0728 -2.2406 0.29
C 3.1290 1.9670 -0.2189 -0.20
H -1.8396 -6.5158 0.6329 0.32
S -0.6337 -1.2861 1.9951 -0.07
H 1.1258 5.0312 2.0871 0.27
H -4.4091 -4.6788 1.5133 0.31
C 2.8944 0.7666 -3.3309 -0.15
H -4.9686 1.5289 -1.1086 0.26
C 0.7239 -0.3150 -3.6649 -0.19
C -4.8674 2.3310 0.8825 -0.09
C 4.9971 1.7483 1.2780 -0.10
H 2.5143 2.5784 -0.8703 0.24
```

## Properties
**Multiplicity**: 1
**Total charge**: +4
**HOMO energy**: -19.852 eV
**E**: -134426.0825 eV
**Energy relative to the best compared isomer or geometry (same formula, charge and spin)**: 1.1 kcal per mole



Record 3
C28H29B2BrF4InN9O7Se | the ωB97M-V functional and the def2-TZVPD basis

```
82
Properties=species:S:1:pos:R:3:lowdin_charge:R:1
N -0.5424 1.7936 -0.6211 0.00
C 1.9319 -2.1012 -1.9442 -0.01
H -4.3648 -0.7873 -4.8082 0.12
H -4.7604 5.0714 -2.5618 0.13
N -4.4264 2.2288 -2.1925 0.17
C 2.0717 -0.5568 -4.4066 0.02
H -4.5899 2.4810 -1.2181 0.16
O 3.2346 0.8192 -0.4501 0.05
H -2.4492 0.5419 3.6018 0.10
H -1.2778 4.3035 -0.3687 0.09
C -0.6024 0.0515 2.6627 -0.20
O -2.3582 0.3423 1.2332 0.01
H -4.2449 6.0633 -4.7729 0.12
H 2.4951 -0.8562 4.0280 0.10
Br 0.6040 1.8921 -7.3908 0.82
In 0.3681 -0.2080 -0.2131 1.00
N -3.7579 0.9837 -3.8548 -0.02
O -1.2388 -2.6268 -2.0597 0.13
C 0.8341 0.9873 -5.7646 -0.68
H -0.1952 -2.7741 1.8897 0.13
N 1.9618 1.2769 -0.5863 -0.02
C 0.5823 -3.1537 1.2375 -0.07
C 0.8646 -0.2442 2.8244 -0.22
H -3.1946 2.2402 -6.4146 0.12
C -4.1221 0.9914 -2.5733 -0.49
C 0.2261 2.8182 -0.6490 -0.17
N -2.3943 -2.3653 -1.9377 -0.45
H 2.6206 -0.0212 -6.4043 0.12
H 0.9937 -4.8944 2.4132 0.13
C -3.6912 4.2016 -5.6969 -0.04
C -3.8186 2.2951 -4.3281 -0.14
C -4.2534 3.0836 -3.2676 -0.15
C 2.7284 3.6078 -0.6703 0.03
F 4.9259 0.2824 1.0253 0.23
C 1.9098 0.1203 -5.6033 -0.08
H 0.8967 -1.3412 4.6551 0.10
C 0.0949 0.5020 -3.5426 -0.03
C 1.4592 -0.5547 4.1504 0.03
Se -4.2958 -0.4549 -1.3781 1.37
C -4.4191 4.4622 -3.3865 0.03
O -3.3695 -3.0137 -2.0634 0.13
H 0.3797 4.8092 0.0383 0.11
H 3.2792 -4.3316 -1.1801 0.14
H 2.9288 -1.2065 -4.3010 0.12
N 1.5195 -0.1341 1.7319 -0.01
N 1.2240 -1.0640 -2.1246 0.05
O -2.5514 -0.9794 -1.5452 -0.41
H 2.4637 4.3666 -1.4063 0.10
N 0.8544 -2.4337 0.1548 0.05
F -3.7840 2.0890 0.7063 0.15
H 1.4223 0.3323 4.7864 0.11
H -1.2074 -0.1545 4.6819 0.10
C -3.5244 2.8395 -5.5779 0.00
H -0.6344 0.6438 -2.7547 0.08
F 3.3529 1.8809 1.6559 0.18
O 2.8377 -0.4120 1.7210 0.06
C 2.2521 -4.7627 0.6726 0.01
H 3.7057 3.1891 -0.8921 0.11
C 1.7156 2.5247 -0.6497 -0.19
O -1.8946 1.9919 -0.5692 0.01
C 1.2539 -4.3327 1.5280 0.01
B 3.6429 0.6901 1.0183 -1.07
C -1.3906 0.5064 3.8342 0.04
C -0.0723 1.1863 -4.7355 -0.11
H -3.0511 0.1141 -5.6004 0.10
H -0.8970 1.8747 -4.8620 0.09
C -3.4578 -0.2094 -4.6471 0.04
H -3.4854 4.6750 -6.6464 0.12
N -1.0693 -0.0748 1.4713 0.01
H -0.0897 4.6520 -1.6473 0.11
H -1.0563 1.5071 4.1170 0.12
H 2.8073 -5.6663 0.8823 0.13
C 1.7953 -2.8718 -0.6926 -0.22
C 1.1611 -0.3660 -3.3734 -0.23
C 2.5221 -4.0222 -0.4729 0.04
B -2.4428 1.7827 0.8216 -1.15
F -1.7354 2.5702 1.7050 0.19
H -2.7041 -0.8020 -4.1333 0.08
C -0.2335 4.2286 -0.6496 0.04
C -4.1296 4.9996 -4.6202 -0.04
H 2.5796 -2.5082 -2.7140 0.15
H 2.7777 4.0794 0.3131 0.12
```

## Properties
**Multiplicity**: 1
**Total charge**: +2
**HOMO energy**: -13.966 eV
**E**: -210024.2961 eV
**Energy relative to the best compared isomer or geometry (same formula, charge and spin)**: 0.0 kcal per mole



> What is the formula in the second record?

C28H29AsOP2S2W



> Which formula does entry 2 have?

C28H29AsOP2S2W



> The highest E belongs to which entry?

C28H29AsF6MgN5



> The lowest energy relative to the best compared isomer or geometry (same formula, charge and spin) belongs to which entry?

C28H29B2BrF4InN9O7Se